Here is a structure of composition C33H40GeN6S2Sc from the Open Molecules 2025 dataset. Energies are from ωB97M-V/def2-TZVPD.

Its gap between HOMO and LUMO is 5.0 eV. Its total energy is -5244.13985 Ha. The calculation puts the HOMO energy at -3.14 eV. The calculation puts the LUMO energy at 1.838 eV.

The geometry in ORCA input format:
```
! wB97M-V def2-TZVPD RIJCOSX def2/J DEFGRID3
* xyz -1 1
Sc -0.0225 -0.0777 0.0821
C -2.7296 0.7087 2.5306
C -2.7922 -0.8007 2.3529
N -1.7463 -1.3323 1.4647
C -2.2296 -2.3552 0.5310
C -2.8614 -1.6749 -0.6674
N -1.8922 -0.7838 -1.2839
C -2.4509 0.0486 -2.3390
C -2.9496 1.3818 -1.7963
C -1.8596 2.4396 -1.7089
N -0.6623 2.0606 -0.9309
C -0.2153 3.1292 -0.0247
C -0.8616 2.9251 1.3359
N -0.5232 1.6005 1.8637
C -1.3654 1.2171 3.0000
H -3.5093 1.0059 3.2363
H -2.9731 1.1817 1.5744
H -3.7676 -1.0743 1.9414
H -2.7181 -1.2877 3.3323
H -1.0111 -1.7282 2.0410
H -2.9391 -3.0474 1.0022
H -1.3722 -2.9468 0.2055
H -3.7254 -1.0821 -0.3419
H -3.2346 -2.4289 -1.3741
H -1.0639 -1.2757 -1.6981
H -3.2600 -0.4826 -2.8580
H -1.6520 0.2116 -3.0710
H -3.3902 1.2186 -0.8073
H -3.7427 1.7814 -2.4354
H -2.2786 3.3407 -1.2529
H -1.5549 2.7179 -2.7243
H 0.0844 1.7988 -1.5727
H -0.4753 4.1180 -0.4210
H 0.8666 3.0814 0.0811
H -1.9500 2.9848 1.2337
H -0.5583 3.7248 2.0248
H 0.4530 1.6164 2.1558
H -1.4880 2.0641 3.6890
H -0.8335 0.4314 3.5427
S 2.3570 1.0921 0.5256
C 2.4925 0.0604 1.8945
S 1.3045 -1.1987 2.0720
C 3.5014 0.1914 2.8350
C 4.4752 1.2216 2.7401
N 5.2618 2.0639 2.6928
C 3.6197 -0.7048 3.9310
N 3.7188 -1.4154 4.8343
C 0.8957 -0.8368 -1.7107
Ge 1.9781 -2.3553 -1.4035
C 0.7323 -3.8253 -0.8799
C -0.2892 -4.0809 -1.8026
C -1.2848 -5.0142 -1.5553
C -1.2907 -5.7233 -0.3610
C -0.2857 -5.4956 0.5662
C 0.7143 -4.5638 0.3029
C 3.6279 -2.2737 -0.3041
C 4.5668 -1.3479 -0.7643
C 5.7475 -1.1012 -0.0820
C 6.0279 -1.7927 1.0877
C 5.1198 -2.7271 1.5586
C 3.9352 -2.9572 0.8700
C 2.7473 -3.0179 -3.1262
C 2.0832 -2.7295 -4.3169
C 2.5534 -3.1921 -5.5396
C 3.7121 -3.9539 -5.5930
C 4.3935 -4.2422 -4.4182
C 3.9123 -3.7767 -3.2022
H 1.5565 -0.1263 -2.2453
H -0.3023 -3.5176 -2.7299
H -2.0580 -5.1904 -2.2950
H -2.0688 -6.4490 -0.1577
H -0.2778 -6.0411 1.5024
H 1.4668 -4.3956 1.0596
H 4.3580 -0.7829 -1.6679
H 6.4372 -0.3509 -0.4487
H 6.9364 -1.5869 1.6409
H 5.3120 -3.2525 2.4859
H 3.2406 -3.6700 1.2898
H 1.1913 -2.1109 -4.2701
H 2.0191 -2.9535 -6.4527
H 4.0868 -4.3142 -6.5440
H 5.3051 -4.8275 -4.4503
H 4.4637 -4.0016 -2.2941
*
```